5 unconnected molecules or ions with the total composition C4H21N3O4. Source: the Open Molecules 2025 dataset; level of theory: ωB97M-V with the def2-TZVPD basis set.

Its SMILES is CNCCNCN.O.O.O.O. The total charge is 0. As for the HOMO-LUMO gap: 9.30 eV.

The geometry in XYZ format:
```
32
Properties=species:S:1:pos:R:3:forces:R:3:mulliken_charge:R:1
C 0.6620 -0.1828 0.9153 -1.44 1.25 0.39 -0.30
N -0.2237 -0.7332 1.9436 1.24 -0.98 -0.02 -0.44
C 0.1656 -2.0867 2.3740 -2.21 0.06 0.26 -0.59
N -0.6860 -3.0423 1.6202 0.41 0.41 -0.17 -0.50
C -0.0555 1.0456 0.3073 0.86 -1.39 -1.58 -0.78
N -0.5523 0.5735 -1.0204 -0.42 0.14 0.29 -0.30
C -1.2946 1.5201 -1.8540 1.10 -0.21 -0.83 -0.95
H 0.9112 -0.8529 0.0755 0.18 0.05 0.39 0.33
H 1.5392 0.2270 1.4000 0.47 -0.52 0.10 0.23
H -1.1706 -0.8759 1.5996 0.10 0.29 -0.22 0.26
H 1.2170 -2.3553 2.2876 0.16 0.62 0.11 0.36
H -0.2129 -2.1433 3.3950 0.62 -0.38 0.28 0.37
H -0.2738 -3.1100 0.6942 -0.21 -0.56 0.02 0.20
H -0.7352 -3.9393 2.0786 0.27 -0.27 -0.18 0.21
H -0.8478 1.4391 0.9493 0.18 -0.46 0.35 0.21
H 0.7155 1.8019 0.1688 -0.42 0.25 -0.22 0.47
H -1.1720 -0.2158 -0.8387 0.21 -0.03 0.02 0.21
H -2.1970 1.9443 -1.4134 0.01 0.11 -0.08 0.34
H -0.5693 2.2753 -2.1515 -0.37 0.58 0.36 0.30
H -1.5074 1.0619 -2.8307 -0.39 -0.32 0.46 0.38
H -3.8639 -1.3621 0.8739 -0.08 -0.43 0.33 0.30
H -2.8858 -2.6013 0.6141 -0.14 0.30 0.53 0.32
O -3.1826 -1.7335 0.3144 0.34 0.36 -0.82 -0.66
H 3.3926 0.8476 -1.0928 0.13 0.07 0.36 0.32
H 4.1536 -0.2456 -1.6623 0.20 -0.25 0.19 0.32
O 4.0509 0.1972 -0.8097 -0.28 0.18 -0.50 -0.63
H -0.7675 4.4579 0.2563 -0.74 0.05 1.28 0.27
H -1.4195 2.8680 0.4708 -0.31 1.16 1.09 0.39
O -0.9463 3.5583 0.0189 0.84 0.01 -2.25 -0.57
H 1.3871 0.5766 -2.2850 -0.70 -0.27 -0.01 0.36
H 1.6900 0.2599 -3.7823 -0.34 -0.05 -0.05 0.27
O 2.0776 0.5360 -2.9540 0.75 0.23 0.13 -0.70
```
Forces are in eV/Å.

6 unconnected molecules or ions with the total composition C4H21NO5S2. Source: the Open Molecules 2025 dataset; level of theory: ωB97M-V with the def2-TZVPD basis set.

Its SMILES is CSSC[C@@H](C)N.O.O.O.O.O. The total charge is 0. As for the HOMO-LUMO gap: 8.87 eV.

The geometry in XYZ format:
```
33
Properties=species:S:1:pos:R:3:forces:R:3:mulliken_charge:R:1
N 0.2316 1.0341 -0.0922 -0.89 -0.60 -0.33 -0.24
C -0.6126 1.7243 0.8809 1.45 0.95 0.30 0.60
C -0.3787 3.2394 0.8381 0.18 0.37 -0.04 -1.61
C -0.4746 1.2326 2.3242 -1.86 -0.95 -1.26 -0.87
S -0.9320 -0.5498 2.4079 1.20 -0.53 1.20 -0.09
S -2.7183 -0.9172 1.5598 -0.40 0.12 -0.87 -0.09
C -2.3459 -2.2917 0.3589 -0.29 1.12 0.95 -0.73
H -0.1379 0.0860 -0.1738 0.44 -0.05 0.12 0.01
H 1.1971 0.9353 0.1901 0.12 0.26 0.11 0.18
H -1.6416 1.5760 0.5583 -0.08 -0.26 0.11 0.13
H 0.3309 3.6543 1.5599 0.16 -0.49 0.09 0.34
H -1.3100 3.7456 1.0615 -0.25 0.21 -0.12 0.39
H -0.0130 3.5497 -0.1406 -0.25 -0.05 -0.08 0.41
H -1.2246 1.7798 2.8851 0.28 0.14 0.58 0.38
H 0.5052 1.2069 2.7940 0.14 0.42 -0.19 0.42
H -2.1995 -3.1408 1.0142 0.09 -0.38 -0.46 0.33
H -3.2959 -2.3063 -0.1558 -0.19 -0.55 -0.30 0.31
H -1.5421 -2.1018 -0.3473 0.10 0.10 0.14 0.19
H 4.2968 -1.6890 0.7430 0.04 -0.26 0.15 0.32
H 3.3934 -0.5008 0.6560 0.02 0.15 0.03 0.29
O 4.1236 -0.8484 1.1759 -0.05 0.15 -0.14 -0.62
H -0.5509 -0.8028 -2.7935 -0.11 -0.51 0.35 0.33
H 0.6623 -1.7289 -2.9855 -0.17 0.03 0.36 0.28
O 0.0354 -1.4173 -2.3118 0.35 0.15 -0.64 -0.57
H -2.6405 0.4596 -1.5431 -0.26 -0.26 -0.50 0.33
H -1.2042 0.7268 -1.6294 0.36 0.23 -0.38 0.34
O -1.9259 0.4031 -2.1960 -0.18 0.48 0.88 -0.72
H 1.8233 -3.9481 1.1066 0.44 -0.18 0.03 0.30
H 1.7265 -2.6735 0.3771 0.27 0.18 -0.18 0.30
O 2.3849 -3.3451 0.6000 -0.76 -0.02 0.09 -0.59
H 1.2046 0.4333 -2.4092 0.10 -0.05 0.17 0.30
H 1.3552 1.5488 -3.4176 0.23 -0.01 0.09 0.32
O 1.8775 0.9260 -2.8956 -0.21 0.09 -0.25 -0.65
```
Forces are in eV/Å.

6 unconnected molecules or ions with the total composition C4H21NO6. Source: the Open Molecules 2025 dataset; level of theory: ωB97M-V with the def2-TZVPD basis set.

Its SMILES is COC[C@H](C)N.O.O.O.O.O. The total charge is 0. As for the HOMO-LUMO gap: 10.30 eV.

The geometry in XYZ format:
```
32
Properties=species:S:1:pos:R:3:forces:R:3:mulliken_charge:R:1
C 5.6799 6.6682 6.8180 -1.68 -0.61 -0.22 -1.18
C 5.4711 7.8995 7.6175 -0.67 1.50 1.45 0.35
C 6.8004 8.5360 8.0936 -2.00 0.64 -0.59 -0.76
O 7.4582 9.0220 6.9433 -1.04 -0.42 -0.11 -0.50
C 8.4935 9.8646 7.2770 0.88 1.49 -0.71 -0.76
N 4.6460 8.9505 6.9164 0.21 -1.32 2.27 -0.76
H 6.2872 6.0445 7.4259 0.64 -1.10 0.16 0.19
H 6.1263 6.8659 5.8652 0.46 0.07 -0.55 0.32
H 4.6896 6.1657 6.6367 0.95 0.32 0.14 0.39
H 4.9367 7.6202 8.5692 0.33 0.29 -0.83 0.32
H 7.4260 7.8664 8.6378 0.56 -0.92 0.39 0.33
H 6.5464 9.3614 8.7771 0.10 0.02 -0.27 0.53
H 9.3240 9.2624 7.6418 0.39 0.34 0.39 0.30
H 8.1832 10.6631 7.9779 0.18 -0.51 0.01 0.33
H 8.7901 10.3853 6.3475 0.12 -0.32 0.42 0.24
H 5.1657 9.1631 6.1168 0.76 0.66 -1.65 0.26
H 3.8022 8.4847 6.6180 -0.26 0.07 -0.16 0.28
O 11.3922 3.9295 6.1940 0.57 -0.19 1.27 -0.73
H 10.5086 3.8569 6.5893 -0.09 0.00 -0.04 0.43
H 11.2502 4.3088 5.3433 -0.38 0.40 -1.27 0.33
O 11.5974 6.6962 7.2330 -0.85 2.98 0.84 -0.65
H 12.0017 6.7522 8.0937 0.15 0.13 0.45 0.29
H 11.7985 5.8554 6.9311 0.58 -3.27 -1.24 0.33
O 9.0323 6.8873 6.2180 3.17 -2.53 0.96 -0.75
H 8.5163 7.6185 6.4089 -1.94 2.61 0.49 0.47
H 9.8665 6.9345 6.8049 -1.20 -0.08 -1.10 0.38
O 9.8197 5.4796 4.1648 -0.61 0.62 -0.50 -0.66
H 9.5980 6.1628 4.8511 0.02 -0.56 -0.49 0.42
H 9.2843 5.7576 3.3920 0.62 -0.38 0.62 0.30
O 8.6781 3.9609 7.0216 -0.72 1.54 -0.31 -0.73
H 8.4325 4.9269 7.0557 0.60 -1.03 0.25 0.32
H 8.4183 3.8053 6.1035 0.12 -0.43 -0.07 0.36
```
Forces are in eV/Å.

7 unconnected molecules or ions with the total composition C4H21NO7S. Source: the Open Molecules 2025 dataset; level of theory: ωB97M-V with the def2-TZVPD basis set.

The total charge is -1. Its spin multiplicity is 2. As for the HOMO-LUMO gap (spin up / spin down): 2.26 / 8.86 eV.

The geometry in XYZ format:
```
34
Properties=species:S:1:pos:R:3:forces:R:3:mulliken_charge:R:1
C 0.1790 -0.1934 -0.6050 -0.36 -0.14 -1.57 1.08
C 1.7146 -0.4489 -0.6705 -0.05 0.08 -0.93 -1.31
C 2.4426 0.0445 0.5604 1.91 -0.67 1.59 -0.37
S 2.4594 1.8674 0.8538 -0.54 -0.31 -0.75 -0.16
C -0.5995 -0.8701 0.5093 0.39 0.08 0.64 -2.35
N -0.0853 -1.9403 1.1505 -1.03 -0.51 0.31 0.07
O -1.7381 -0.5635 0.8322 -1.54 1.18 -1.02 0.22
H -0.3297 -0.6247 -1.5172 0.57 -0.53 0.36 0.13
H -0.1472 0.8423 -0.8934 0.51 -0.55 1.44 -0.46
H 1.9258 -1.5322 -0.9078 -0.26 0.84 0.66 0.62
H 2.1778 0.0757 -1.5358 -0.68 -0.16 0.32 0.46
H 2.0317 -0.3944 1.4844 -0.07 0.23 -0.33 0.06
H 3.5557 -0.2766 0.6276 -1.70 0.43 -0.62 0.37
H 1.6509 2.1802 -0.2031 0.48 -0.05 0.57 0.11
H -0.7130 -2.3483 1.9132 1.75 0.98 -1.57 0.40
H 0.9063 -2.0117 1.1667 0.39 -0.56 0.31 0.37
H 0.5711 -2.2534 -3.5992 0.36 -2.01 2.73 0.42
H 0.2307 -0.8149 -3.8822 -1.10 4.14 2.37 0.39
O 0.4272 -1.6111 -4.2225 0.73 -2.13 -5.17 -0.95
H -2.8425 0.7641 -0.5295 -0.09 -0.04 0.00 0.37
H -3.8222 1.4238 -1.5599 0.09 -0.11 -0.06 0.29
O -3.1144 1.6094 -0.9354 -0.01 -0.45 0.31 -0.75
H -3.0667 -1.3514 3.6210 -4.64 1.62 3.09 0.26
H -2.5140 -1.3612 2.2569 0.52 0.26 -0.07 0.26
O -2.3503 -1.6147 3.1866 4.23 -1.95 -2.72 -0.45
H -1.9695 2.7616 -0.6893 0.63 1.19 -0.38 0.43
H -1.7373 3.9899 0.2231 0.91 -0.70 -1.89 0.33
O -1.4089 3.6021 -0.6538 -1.20 -0.09 2.07 -0.78
H 0.8248 3.1950 -2.1756 -1.09 0.87 0.18 0.27
H 2.3045 3.2927 -2.6052 -0.02 0.26 0.01 0.26
O 1.6102 2.6972 -2.3223 0.84 -1.09 -0.25 -0.53
H -0.3087 -2.5682 3.9972 1.67 0.07 -0.59 0.28
H 1.0703 -3.1677 3.3081 -1.24 1.24 1.12 0.40
O 0.6648 -2.3994 3.8169 -0.33 -1.40 -0.17 -0.74
```
Forces are in eV/Å.

7 unconnected molecules or ions with the total composition C4H22N2O8. Source: the Open Molecules 2025 dataset; level of theory: ωB97M-V with the def2-TZVPD basis set.

Its SMILES is C[C@@H](CN)NC(=O)O.O.O.O.O.O.O. The total charge is 0. As for the HOMO-LUMO gap: 9.75 eV.

The geometry in XYZ format:
```
36
Properties=species:S:1:pos:R:3:forces:R:3:mulliken_charge:R:1
C 0.1948 0.7914 -2.6510 0.00 -0.64 -1.00 -0.36
N -0.6995 1.8066 -2.1058 -0.35 -0.02 -0.13 -0.34
C 1.5166 0.6416 -1.8865 -0.91 2.12 0.72 0.74
C 2.7801 0.6613 -2.6962 2.30 -1.78 1.12 -1.51
N 1.4809 -0.4102 -0.8625 -0.60 0.91 -0.84 -0.20
C 1.3645 -0.0930 0.4468 1.97 -0.13 2.40 0.63
O 1.4095 -1.2109 1.2274 -0.60 -1.52 -0.98 -0.54
O 1.5039 0.9729 1.0070 -0.46 0.64 -1.10 -0.64
H 0.3629 0.8553 -3.7555 0.18 0.41 0.65 0.33
H -0.2733 -0.1951 -2.5700 -0.17 0.30 -0.13 -0.37
H -1.4863 1.9858 -2.7216 0.13 -0.18 0.03 0.23
H -0.3013 2.7172 -1.8862 0.35 -0.38 -0.05 0.20
H 1.5633 1.6060 -1.3389 0.10 -0.74 0.25 0.02
H 3.1708 1.6380 -2.9295 -0.28 0.49 -0.05 0.36
H 2.8856 0.0561 -3.5895 -0.67 -0.22 -0.30 0.36
H 3.5459 0.1858 -1.9987 -0.60 0.77 -0.83 0.35
H 1.1896 -1.3227 -1.1616 0.05 -0.30 0.24 0.28
H 1.6879 -1.0723 2.1419 -0.12 0.84 -0.07 0.36
H 0.0808 -1.4583 3.4151 0.11 -1.06 0.17 0.29
H 0.3879 -0.4753 4.3241 0.79 -0.16 0.94 0.37
O 0.6640 -1.4051 4.1990 -1.05 1.36 -1.21 -0.64
H 0.3468 3.0894 0.5875 0.06 -0.40 -1.05 0.27
H -0.3191 4.2036 1.0937 -0.51 0.78 -0.53 0.31
O -0.1235 3.8594 0.2070 0.51 -0.58 1.54 -0.61
H -0.1052 -2.9658 2.1340 0.00 -0.67 -1.01 0.26
H -1.5357 -3.2749 1.3586 0.94 -0.49 -0.43 0.29
O -1.0483 -2.8316 2.0489 -1.01 1.04 1.24 -0.61
H -2.3120 0.5091 0.9931 -0.21 -0.29 0.17 0.24
H -1.8500 1.5429 0.0201 0.50 0.06 -0.20 0.29
O -1.5134 0.9652 0.7171 -0.27 0.03 0.02 -0.47
H -3.0424 -1.5547 1.5186 0.08 0.28 0.20 0.30
H -4.2422 -1.8703 0.6962 -0.19 0.36 -0.11 0.31
O -3.8500 -1.1362 1.1875 0.26 -0.58 0.01 -0.64
H -1.2796 -1.1080 -1.8210 -0.43 -0.33 0.21 0.48
H -1.4129 -2.3986 -2.6538 -0.15 0.21 0.26 0.33
O -1.7660 -1.9458 -1.8729 0.24 -0.15 -0.16 -0.69
```
Forces are in eV/Å.

8 unconnected molecules or ions with the total composition C4H22NO9. Source: the Open Molecules 2025 dataset; level of theory: ωB97M-V with the def2-TZVPD basis set.

The total charge is -1. As for the HOMO-LUMO gap: 7.96 eV.

The geometry in XYZ format:
```
36
Properties=species:S:1:pos:R:3:forces:R:3:mulliken_charge:R:1
O 1.5188 1.3537 -0.2590 -0.17 0.08 -1.29 -0.62
C 0.8985 0.4375 -0.7734 -0.71 -1.24 2.39 -0.13
C 0.3256 -0.6806 0.0763 0.43 0.02 1.14 1.62
C 1.3976 -1.8049 -0.2033 -2.31 -2.08 0.80 -1.12
N -1.0699 -1.1020 -0.1129 -0.21 0.78 -1.52 -0.34
C -1.4729 -1.3889 -1.5560 1.07 -0.74 1.72 -0.07
O -1.4856 -2.7930 -1.6474 0.32 -0.25 -0.95 -0.62
H 0.7999 0.0951 -1.7864 0.71 1.13 -1.48 0.40
H 0.3192 -0.3980 1.1473 0.56 0.01 -0.83 -1.22
H 2.3944 -1.5821 -0.5047 0.59 0.65 -0.17 0.37
H 0.9449 -2.4684 -0.9729 0.57 0.58 0.18 0.24
H 1.4065 -2.4641 0.7057 0.24 0.64 -0.52 0.33
H -1.1935 -1.9706 0.4078 -0.07 0.16 -0.39 0.27
H -2.4865 -1.0468 -1.7838 0.13 0.39 0.32 0.32
H -0.7208 -0.8541 -2.1855 -0.78 -0.90 -0.05 0.15
H -1.5822 3.1705 -0.2207 -0.27 -0.43 0.01 0.33
H -1.8220 1.9339 -1.1079 -0.03 0.01 0.16 0.30
O -2.2775 2.5637 -0.5383 0.35 0.43 -0.02 -0.65
H 0.2076 3.1105 1.9703 0.19 -0.23 -0.05 0.37
H 0.7049 4.3991 1.2944 0.20 -0.02 -0.01 0.31
O -0.0841 3.8904 1.4829 -0.56 0.41 -0.11 -0.62
H 1.4850 1.7393 1.4668 -0.03 0.21 0.34 0.56
H 1.1968 0.7534 2.4810 -0.17 -0.74 0.60 0.26
O 1.3086 1.7015 2.4449 0.41 0.25 -0.90 -0.88
H 2.8485 -1.9004 -3.7748 0.09 0.00 -0.04 0.19
H 1.2489 -2.2486 -3.4892 0.08 0.47 0.18 0.42
O 2.1227 -1.6050 -3.2227 0.05 -0.06 0.02 -0.73
H -0.9232 -3.0944 -2.4335 -0.25 0.87 0.02 0.36
H -0.1372 -2.3710 -4.5840 -0.30 0.05 -0.22 0.19
O 0.0785 -2.7992 -3.7585 0.09 -0.58 0.22 -0.98
H -1.0011 -1.2425 2.9383 0.87 0.39 -0.08 0.30
H -0.6503 -0.0479 3.7551 -0.14 0.07 0.51 0.23
O -0.2229 -0.7025 3.2031 -0.94 -0.82 0.02 -0.60
H -0.4374 1.5473 3.5697 -0.55 1.21 0.38 0.40
H -0.7180 2.9771 3.9580 0.00 0.35 -0.02 0.32
O -1.0485 2.0941 4.1226 0.53 -1.09 -0.39 -0.66
```
Forces are in eV/Å.

Strongest force on any atom
In order: 2.4, 2.4, 4.2, 5.8, 3.1, 3.2
Unit: eV Å⁻¹